This record from the OMol25 dataset describes an isolated molecule of C4H11N3O. The level of theory is ωB97M-V with the def2-TZVPD basis set.

Each line ends with the Mulliken charge.
CARTESIAN COORDINATES (ANGSTROEM)
C1 2.27219 0.70088 0.51015  -1.564
C2 0.97725 -0.09368 0.43477  0.473
N1 -0.23060 0.75392 0.99996  -0.673
C3 0.52590 -0.37877 -0.97772  -1.032
C4 -0.93177 0.43562 -0.95502  0.873
O1 -1.05674 1.46317 -1.59763  -0.687
N2 -2.00938 -0.38011 -0.71131  -0.162
N3 -1.86382 -1.51372 0.10748  -0.523
H1 3.08820 0.11008 0.09995  0.380
H2 2.18128 1.61821 -0.07411  0.354
H3 2.50751 0.96717 1.53924  0.381
H4 1.00623 -0.98559 1.06355  0.399
H5 -0.34594 0.54788 1.98787  0.211
H6 -0.19413 1.75543 0.82876  0.225
H7 1.13719 0.12488 -1.72277  0.381
H8 0.38439 -1.43858 -1.16948  0.306
H9 -2.88739 -0.08192 -1.12369  0.230
H10 -2.36489 -2.30296 -0.28541  0.221
H11 -2.19550 -1.30192 1.04542  0.207

Atomic forces in eV per Å
C -0.2 -0.2 0.1
C -1.2 1.9 1.0
N 1.7 -1.2 0.6
C -2.2 1.4 0.6
C 1.4 -2.6 -3.0
O 0.0 0.3 0.8
N 0.0 -0.2 -0.2
N -0.2 0.5 -0.2
H 0.2 0.0 0.0
H 0.0 0.0 0.0
H 0.1 0.0 0.0
H 0.0 0.1 -0.1
H 0.0 0.4 -0.1
H 0.5 -0.2 0.2
H 0.0 -0.1 -0.1
H 0.0 0.1 -0.2
H 0.0 -0.1 0.6
H 0.1 0.2 0.1
H -0.1 -0.2 -0.2

As for the LUMO energy: 0.9 eV. As for the SMILES: C[C@@H](N)CC(=O)NN. For the frontier orbital gap, the calculation gives 9.62 eV. As for the charge: 0.

***

This record from the OMol25 dataset describes C19H23NO7PPtS2 as an isolated structure. The level of theory is ωB97M-V with the def2-TZVPD basis set.

Each line ends with the Mulliken charge.
CARTESIAN COORDINATES (ANGSTROEM)
Pt1 11.71316 12.20561 10.07971  1.862
O1 11.97533 14.55448 13.97067  -0.454
C1 11.97511 14.26008 12.64216  0.131
O2 11.08496 14.51214 11.87195  -0.500
C2 13.30455 13.66726 12.29554  0.276
C3 14.30866 13.78400 13.20197  -0.374
C4 15.54361 13.18894 12.91879  -0.823
C5 15.75135 12.63923 11.65230  -0.245
C6 14.61387 12.41563 10.84147  0.352
N1 13.38720 12.81789 11.23415  -0.285
C7 14.78408 11.83286 9.47698  0.054
O3 15.65170 12.58048 8.72373  -0.475
O4 14.27630 10.84279 9.04025  -0.528
H1 11.07602 14.96606 14.14305  0.378
H2 14.12242 14.24788 14.17536  0.534
H3 16.28792 13.19449 13.68203  0.491
H4 16.79570 12.29890 11.36240  0.415
H5 15.94522 13.38067 9.18519  0.430
C8 7.29241 10.06493 12.85384  -1.167
C9 7.87524 9.12070 11.78743  -0.300
O5 8.36950 9.86401 10.60765  -0.241
P1 9.95142 9.84548 10.14923  0.865
S1 11.24628 10.42370 11.58686  -0.232
S2 9.99844 11.43501 8.83471  -0.160
O6 10.25100 8.45453 9.46050  -0.270
C10 9.58391 7.80937 8.31555  -0.264
C11 9.00861 6.51381 8.83803  -0.979
H6 6.75866 9.43258 13.59684  0.374
H7 6.59971 10.78418 12.38740  0.322
H8 8.10897 10.55329 13.34853  0.292
H9 7.06253 8.43759 11.51393  0.324
H10 8.69429 8.52537 12.19619  0.413
H11 10.38059 7.64815 7.64256  0.355
H12 8.80783 8.42929 7.90517  0.351
H13 9.76294 5.71237 8.71086  0.315
H14 8.18104 6.12064 8.19262  0.339
H15 8.71338 6.59186 9.90314  0.254
C12 11.92803 13.16020 6.32828  -0.974
C13 12.01484 13.77306 7.68017  -0.081
O7 12.70029 13.27477 8.61321  -0.785
C14 11.16399 14.95458 7.91679  1.290
C15 10.06087 15.26486 7.08862  -0.739
C16 9.21592 16.32152 7.47467  -0.713
C17 9.48758 17.10944 8.62742  -0.536
C18 10.63115 16.83443 9.32683  -0.546
C19 11.42371 15.72031 9.06135  0.056
H16 12.26580 12.07472 6.40307  0.289
H17 12.68903 13.61113 5.61030  0.344
H18 10.92059 13.16965 5.87630  0.416
H19 9.86080 14.75555 6.18755  0.387
H20 8.27838 16.40480 6.96945  0.429
H21 8.90593 17.98384 8.93552  0.438
H22 10.92517 17.47737 10.15772  0.408
H23 12.26200 15.50911 9.71985  0.485

Atomic forces in eV per Å
Pt 1.0 0.4 1.7
O -2.7 1.0 -0.7
C 4.6 -0.9 1.6
O -2.1 -0.4 -1.6
C -3.3 1.0 1.1
C 2.1 -0.8 1.0
C -1.1 0.9 0.8
C -0.1 -1.2 -1.7
C 2.8 0.4 0.8
N -1.0 -0.4 -1.3
C 1.6 1.5 0.0
O -0.6 -0.9 0.0
O -0.9 -0.2 -0.1
H 1.4 -0.4 0.1
H 0.2 -0.1 -0.6
H 0.6 0.1 0.1
H -1.7 0.4 0.1
H -0.1 -0.3 0.2
C 0.0 -0.8 -0.7
C -0.6 -0.1 1.0
O 2.4 0.0 -0.5
P -3.6 -2.1 0.1
S 0.0 -0.8 0.1
S -0.8 -0.1 -0.8
O 0.6 2.3 1.3
C -0.9 -0.6 0.9
C 0.0 -1.5 -0.6
H 0.3 0.5 -0.5
H 0.3 -0.3 0.3
H 0.2 0.6 0.4
H 0.5 0.2 -0.7
H 0.0 0.0 0.0
H 0.7 -0.1 -0.9
H -0.1 0.6 -0.1
H -0.2 0.4 0.6
H 0.4 0.8 0.7
H 0.0 -0.1 -0.8
C 1.5 -2.0 -0.8
C -0.5 0.2 -0.7
O -0.1 1.6 -1.9
C -0.2 -0.8 -0.5
C 0.5 1.5 1.7
C 0.2 -1.1 0.5
C 0.4 0.1 -0.6
C 0.6 0.3 1.2
C -0.1 0.9 0.5
H -0.4 1.3 -0.1
H -1.0 -0.2 0.9
H 0.7 0.2 0.3
H -0.3 -0.5 -0.7
H -0.3 0.5 -0.5
H -0.1 -0.5 -0.4
H -0.2 -0.2 -0.2
H -0.1 -0.1 -0.3

As for the LUMO energy (alpha / beta): -7.1 / -11.5 eV. For the frontier orbital gap (alpha / beta), the calculation gives 3.69 / 3.23 eV. As for the charge: +2. The expectation value of S² is 8.80. Its multiplicity is 6.

***

This record from the OMol25 dataset describes a 2-piece molecular cluster, C4H11N2 overall. The level of theory is ωB97M-V with the def2-TZVPD basis set.

Each line ends with the Mulliken charge.
CARTESIAN COORDINATES (ANGSTROEM)
C1 1.35650 -0.54439 0.23518  -0.550
C2 0.27486 -0.09293 1.04492  -0.372
C3 0.16357 0.34305 -0.30943  0.398
C4 -0.70045 -0.29419 -1.33847  -1.391
N1 -1.27232 -1.85161 1.31322  -0.492
N2 0.27707 1.76531 -0.45934  -0.187
H1 2.37351 0.00451 0.45983  0.224
H2 1.57014 -1.61256 -0.12049  0.277
H3 0.38534 0.49896 1.96665  0.295
H4 -0.81091 -1.29893 -1.07768  0.420
H5 -0.04732 -0.15703 -2.28340  0.392
H6 -1.73147 0.26236 -1.37497  0.331
H7 -0.78263 -2.36664 1.97435  0.227
H8 -1.96882 -1.24102 1.69251  0.233
H9 -0.57680 2.30169 -0.36583  0.374
H10 0.65781 1.96586 -1.49443  0.459
H11 0.83190 2.31756 0.13739  0.360

Atomic forces in eV per Å
C 3.3 0.8 -0.8
C -2.6 -2.6 3.2
C 0.5 -2.0 1.0
C -0.1 3.2 -1.7
N 1.1 2.8 -3.2
N 1.0 2.0 -4.9
H -1.9 -1.1 -0.5
H -0.9 1.8 0.3
H -0.3 -0.4 -0.6
H -0.4 -1.5 0.1
H -1.7 -0.5 0.8
H 1.8 -1.2 -0.3
H 0.9 -0.9 2.1
H -0.4 0.1 0.9
H -1.2 -0.5 -0.4
H -1.0 -0.2 2.6
H 1.9 0.1 1.4

As for the LUMO energy (alpha / beta): -4.0 / -4.2 eV. For the frontier orbital gap (alpha / beta), the calculation gives 9.00 / 9.64 eV. As for the charge: +1.

***

This record from the OMol25 dataset describes C26H34Br2IN8S2Ti as an isolated structure. The level of theory is ωB97M-V with the def2-TZVPD basis set.

Each line ends with the Mulliken charge.
CARTESIAN COORDINATES (ANGSTROEM)
Ti1 8.67150 2.12912 14.34623  -0.104
Br1 5.92532 -2.49704 15.57508  -0.048
C1 7.60173 -1.70766 15.93959  -0.345
Br2 8.65519 -1.24499 14.30425  0.149
H1 8.23674 -2.51869 16.41141  0.406
H2 7.65078 -0.83133 16.53972  -0.061
C2 9.53060 1.92736 18.09890  -1.315
N1 10.23027 0.93266 17.28322  1.235
C3 10.22620 -0.42120 17.91713  -1.110
C4 11.03543 1.20723 16.23198  -1.182
N2 10.59664 2.21318 15.42650  1.606
C5 11.71532 2.94475 14.87635  -0.657
C6 12.56316 3.65096 15.76791  -0.527
C7 13.58485 4.48339 15.31948  -1.007
C8 13.82539 4.61602 13.97184  -0.919
C9 13.14737 3.83658 13.04112  1.061
C10 13.58483 3.85991 11.70422  -0.820
C11 12.97007 3.12421 10.72936  -1.203
C12 11.83200 2.42977 11.05513  -0.803
C13 11.25257 2.42551 12.37862  0.416
N3 9.99502 1.84475 12.59638  1.925
C14 9.30552 1.56967 11.39757  -1.257
N4 9.25411 0.29280 10.98030  0.878
C15 8.16522 -0.21178 10.16346  -1.188
C16 10.17834 -0.71781 11.47480  -1.263
N5 8.80507 2.59104 10.69342  0.726
C17 8.50170 2.50236 9.29065  -1.270
C18 8.80202 3.92754 11.25364  -0.970
C19 11.95198 3.08424 13.44079  0.118
N6 12.14267 0.43306 16.13206  0.535
C20 12.52973 -0.13942 14.79153  -0.722
C21 13.19924 0.51002 17.13096  -1.160
H3 9.70457 2.94128 17.65119  0.249
H4 10.20891 1.90801 18.98746  0.385
H5 8.56001 1.73137 18.51588  0.346
H6 9.17149 -0.65593 18.32935  0.341
H7 11.06816 -0.60427 18.68626  0.189
H8 10.37961 -1.15280 17.15782  0.397
H9 12.32398 3.65616 16.79852  0.568
H10 14.22056 4.95752 16.07408  0.366
H11 14.56060 5.28686 13.59422  0.452
H12 14.47174 4.45940 11.50681  0.336
H13 13.36613 3.08854 9.72317  0.451
H14 11.35911 1.87780 10.25756  0.436
H15 8.53467 -0.33020 9.12712  0.316
H16 7.35601 0.60310 10.16109  0.394
H17 7.76311 -1.11008 10.54721  0.368
H18 10.59909 -1.05816 10.57879  0.512
H19 9.62852 -1.54513 11.85141  0.412
H20 10.94421 -0.20145 12.04935  0.072
H21 8.89496 1.61553 8.84400  0.425
H22 9.00089 3.35676 8.86284  0.411
H23 7.41704 2.63061 9.13058  0.317
H24 9.36480 3.98498 12.13565  0.088
H25 7.80347 4.31539 11.36431  0.287
H26 9.29530 4.68868 10.58014  0.362
H27 11.60252 -0.24313 14.21796  -0.083
H28 12.95546 -1.17708 15.05626  0.389
H29 13.24774 0.45283 14.20650  0.252
H30 12.83858 0.99683 18.00757  0.383
H31 14.07402 1.00363 16.68399  0.352
H32 13.60146 -0.50419 17.41196  0.253
S1 8.42410 4.53405 14.64264  -0.341
C22 7.36914 4.63419 16.05137  0.826
C23 7.21438 5.93592 16.68052  -0.235
N7 7.14479 6.89186 17.31222  -0.504
C24 6.79989 3.58498 16.64495  0.250
S2 6.94347 1.91302 16.06531  -0.391
C25 6.22739 3.74369 17.91197  -0.156
N8 5.83516 3.95520 18.95295  -0.508
I1 5.64998 2.99370 12.88556  0.003
C26 6.92980 1.36294 13.18618  -1.068
H33 7.00562 1.00627 12.13944  0.166
H34 6.39941 0.57129 13.70811  0.809

Atomic forces in eV per Å
Ti -0.5 0.5 0.3
Br -0.2 0.4 0.0
C 2.2 -2.0 -0.2
Br -0.4 -0.1 0.7
H -0.8 1.1 -0.6
H -0.7 0.8 0.3
C 3.2 1.5 0.8
N -0.8 -1.9 0.8
C -0.3 0.3 0.9
C -2.3 1.4 0.4
N 2.1 -1.7 -0.2
C 0.3 1.3 -0.5
C -1.4 -1.0 -1.8
C 0.6 0.1 -0.3
C 0.2 -0.2 1.4
C -2.0 -0.6 -0.2
C 0.6 0.3 -0.2
C 0.8 0.6 0.4
C -1.5 -0.6 1.8
C 0.0 0.2 -1.4
N -0.2 -0.4 -1.0
C 1.2 0.3 1.3
N -1.0 0.8 0.6
C -0.4 2.8 -1.3
C -0.2 1.7 -0.7
N 0.4 -0.9 0.8
C -0.7 1.0 0.0
C 0.2 1.6 -1.9
C 1.5 -0.1 0.5
N 0.9 -0.5 -1.8
C 0.0 -0.8 1.6
C 0.8 -1.6 -0.8
H -0.8 -1.0 0.3
H -0.6 0.5 0.0
H -0.6 -0.3 -0.8
H 1.8 0.7 -0.3
H -1.5 0.6 -0.8
H 0.3 -0.5 -0.7
H -0.2 -0.3 1.0
H -0.3 0.2 -0.4
H 0.7 0.3 0.0
H -0.2 -0.1 -0.2
H 0.0 0.0 0.0
H -0.3 -0.2 0.0
H -0.5 -0.4 0.4
H 1.0 -1.6 -0.1
H -0.3 -1.0 0.5
H 1.2 -0.9 -1.3
H -0.2 -0.5 1.1
H -0.2 -0.6 0.4
H 0.1 -0.4 -0.2
H 0.1 0.3 -0.5
H 0.4 -0.3 -0.2
H 0.3 -0.1 1.2
H -0.4 -0.2 0.4
H -0.2 -1.1 0.2
H 0.3 -0.1 0.1
H -0.6 1.5 -0.7
H -0.1 0.0 0.4
H -0.1 0.5 0.6
H -0.3 0.4 0.3
H -0.7 0.7 -0.2
S -0.2 -0.1 0.3
C 0.7 1.3 -0.6
C 0.3 -0.9 -0.1
N -0.1 0.4 -0.1
C 0.4 -1.7 -0.5
S 0.3 0.5 0.2
C 0.1 0.0 -1.2
N -0.9 0.2 2.3
I -1.0 0.5 -0.1
C 1.0 -0.7 -1.1
H 0.3 0.0 0.6
H -0.3 0.2 0.2

As for the LUMO energy (alpha / beta): 0.0 / -0.1 eV. For the frontier orbital gap (alpha / beta), the calculation gives 6.99 / 6.99 eV. As for the charge: 0. The expectation value of S² is 0.76. Its multiplicity is 2.